Record 1
Entry from the Open Molecules 2025 dataset: 2 unconnected molecules or ions with the total composition C2H9N2O (ωB97M-V/def2-TZVPD).

Its net charge is +1.

Atoms and positions in Å:
C -0.932 0.429 -0.054
C -0.031 0.193 -1.150
N 1.381 0.293 -0.832
N -2.258 0.295 -0.162
H -0.635 0.789 0.955
H -0.452 0.047 -2.180
H 1.572 0.527 0.077
H 1.982 -0.490 -0.996
H 1.883 1.205 -1.334
H -2.567 -0.053 -1.028
H -2.867 0.684 0.527
H 1.648 -1.529 2.354
H 0.258 -1.444 1.926
O 1.020 -0.946 1.898


Record 2
Entry from the Open Molecules 2025 dataset: 2 unconnected molecules or ions with the total composition C2H9N2O (ωB97M-V/def2-TZVPD).

Its net charge is +1.

Atoms and positions in Å:
C 0.300 -2.081 0.586
O 0.636 -0.817 1.188
H -0.661 -1.963 0.084
H 1.043 -2.371 -0.168
H 0.224 -2.869 1.339
H 1.468 -0.928 1.659
N 0.685 0.934 -1.180
C -0.487 1.432 -0.906
N -1.286 0.981 0.023
H 1.001 0.097 -0.706
H 1.242 1.347 -1.912
H -0.811 2.287 -1.480
H -2.211 1.378 0.094
H -0.976 0.295 0.702


Record 3
Entry from the Open Molecules 2025 dataset: 2 unconnected molecules or ions with the total composition C2H9N2O (ωB97M-V/def2-TZVPD).

Its net charge is +1.

Atoms and positions in Å:
C 0.947 -0.319 -1.301
N 1.339 0.917 -1.496
H 1.434 -0.960 -0.595
H 0.350 -0.762 -2.086
H 0.964 1.525 -2.205
H 2.127 1.268 -0.972
N -0.723 -0.275 -0.089
C -0.516 -0.010 1.343
O -1.671 -0.485 1.980
H -1.195 -1.171 -0.203
H -1.382 0.414 -0.441
H 0.395 -0.500 1.678
H -0.480 1.065 1.471
H -1.589 -0.706 2.914


Record 4
Entry from the Open Molecules 2025 dataset: 2 unconnected molecules or ions with the total composition C2H9N2O (ωB97M-V/def2-TZVPD).

Its net charge is +1.

Atoms and positions in Å:
C 0.089 0.104 -0.664
C -1.265 0.572 -0.641
N -2.150 -0.296 0.023
N 0.981 0.934 0.336
H 0.217 -0.910 -0.268
H -1.748 0.970 -1.548
H -2.916 0.205 0.476
H -2.594 -1.005 -0.567
H 0.626 0.155 -1.616
H 1.440 1.701 -0.157
H 0.241 1.359 0.901
H 2.022 -0.545 1.108
H 2.899 -1.745 1.582
O 2.160 -1.499 1.035


In order of appearance, F_max = 0.11500; 0.00866; 0.03786; 0.10390 hartree/bohr.
In order of appearance, ΔE to the lowest compared entry with this formula, charge and spin = 2.4632; 0.8292; 2.0889; 5.5436 eV.
In order of appearance, HOMO = -12.73; -15.16; -14.68; -14.42 eV.